# 1
{
  "formula": "C24H22BaNO6",
  "method": "ωB97M-V/def2-TZVPD",
  "orbital_gap_ev": 5.52,
  "homo_ha": -0.118,
  "total_charge": -1,
  "de_lowest_kcal_mol": 1.7,
  "multiplicity": 1,
  "mol_weight_g_mol": 557.8,
  "elements": ["Ba", "O", "C", "O", "C", "C", "C", "C", "C", "N", "C", "O", "O", "H", "H", "H", "H", "C", "C", "C", "C", "C", "C", "C", "H", "H", "H", "H", "H", "H", "H", "C", "C", "C", "C", "C", "C", "C", "C", "C", "C", "O", "O", "H", "H", "H", "H", "H", "H", "H", "H", "H", "H", "H"],
  "positions_angstrom": [[0.40, -0.44, 0.70], [0.55, 3.75, -0.17], [-0.01, 2.91, 0.57], [0.54, 2.22, 1.47], [-1.47, 2.59, 0.31], [-2.46, 3.53, 0.06], [-3.76, 3.07, -0.14], [-4.01, 1.70, -0.14], [-2.95, 0.84, 0.08], [-1.73, 1.29, 0.32], [-3.09, -0.69, 0.05], [-4.22, -1.14, -0.16], [-2.00, -1.32, 0.23], [1.98, 3.24, -0.41], [-2.22, 4.58, 0.04], [-4.56, 3.77, -0.32], [-5.00, 1.29, -0.31], [1.85, -3.10, 0.60], [3.17, -3.05, 0.05], [4.33, -3.33, 0.83], [5.60, -3.27, 0.29], [5.81, -2.92, -1.04], [4.70, -2.62, -1.82], [3.42, -2.68, -1.29], [1.72, -3.61, 1.55], [1.05, -3.30, -0.12], [4.19, -3.62, 1.87], [6.45, -3.52, 0.93], [6.81, -2.87, -1.45], [4.83, -2.33, -2.86], [2.57, -2.45, -1.93], [8.69, 0.13, -1.35], [7.26, 0.55, -1.17], [6.55, 0.20, -0.04], [5.22, 0.56, 0.13], [4.45, 0.10, 1.34], [4.61, 1.33, -0.86], [5.30, 1.71, -2.01], [4.62, 2.51, -3.10], [6.62, 1.30, -2.16], [3.17, 1.69, -0.70], [2.95, 2.98, -0.61], [2.30, 0.83, -0.65], [8.93, -0.72, -0.69], [9.38, 0.94, -1.10], [8.89, -0.17, -2.38], [7.03, -0.41, 0.72], [5.13, -0.25, 2.11], [3.79, -0.73, 1.08], [3.84, 0.91, 1.76], [3.72, 2.01, -3.45], [5.28, 2.65, -3.95], [4.32, 3.49, -2.72], [7.16, 1.57, -3.06]],
  "lowdin_charge": [1.9777, 0.0027, -0.6363, -0.1587, -0.1955, -0.0049, -0.0526, -0.0013, -0.1873, 0.0240, -0.6605, 0.0130, -0.2841, 0.0758, 0.1144, 0.1015, 0.1128, -0.2704, -0.4098, -0.1034, -0.1380, -0.1586, -0.1219, -0.0867, -0.0026, -0.0004, 0.0974, 0.0892, 0.0796, 0.0923, 0.0978, -0.0559, -0.2680, -0.0148, -0.1810, -0.0167, -0.0626, -0.1975, -0.0315, -0.0113, -0.4934, 0.1372, -0.1343, 0.0715, 0.0770, 0.0744, 0.1164, 0.0843, 0.0559, 0.0895, 0.0900, 0.0722, 0.0808, 0.1127]
}

=====

# 2
{
  "formula": "C23H28ClN2O4PRu",
  "method": "ωB97M-V/def2-TZVPD",
  "orbital_gap_ev": [5.89, 5.93],
  "homo_ha": [-0.542, -0.542],
  "total_charge": 2,
  "multiplicity": 1,
  "mol_weight_g_mol": 564.0,
  "elements": ["Ru", "N", "C", "C", "N", "H", "H", "H", "H", "H", "H", "H", "H", "C", "C", "C", "C", "C", "C", "C", "P", "C", "C", "C", "C", "C", "C", "C", "C", "C", "C", "C", "C", "C", "C", "H", "H", "H", "H", "H", "H", "H", "H", "H", "H", "H", "H", "H", "H", "H", "H", "H", "H", "H", "H", "O", "Cl", "O", "O", "O"],
  "positions_angstrom": [[-1.39, -0.79, 0.12], [-3.24, -1.84, -0.14], [-3.20, -3.13, 0.59], [-1.87, -3.74, 0.26], [-0.82, -2.76, 0.65], [-3.98, -1.25, 0.24], [-3.44, -2.00, -1.12], [-4.02, -3.78, 0.31], [-3.29, -2.91, 1.65], [-1.77, -3.91, -0.81], [-1.74, -4.69, 0.77], [0.10, -3.11, 0.38], [-0.82, -2.64, 1.66], [1.56, -1.07, -3.00], [2.64, -0.44, -2.15], [3.96, -0.47, -2.57], [4.96, 0.14, -1.81], [4.66, 0.77, -0.62], [3.35, 0.80, -0.17], [2.35, 0.20, -0.94], [0.64, 0.39, -0.45], [0.59, 0.76, 1.28], [-0.02, 1.97, 1.73], [-0.03, 2.29, 3.06], [0.53, 1.39, 3.98], [1.14, 0.21, 3.56], [1.17, -0.14, 2.23], [1.88, -1.41, 1.84], [-0.11, 1.72, -1.35], [0.49, 2.95, -1.57], [-0.26, 3.97, -2.13], [-1.60, 3.76, -2.45], [-2.19, 2.52, -2.24], [-1.43, 1.48, -1.73], [-1.94, 0.08, -1.68], [1.98, -1.75, -3.74], [1.00, -0.30, -3.54], [0.85, -1.64, -2.40], [4.22, -0.96, -3.49], [5.99, 0.11, -2.16], [5.44, 1.24, -0.03], [3.11, 1.30, 0.76], [-0.46, 2.64, 1.01], [-0.47, 3.21, 3.40], [0.48, 1.62, 5.04], [1.58, -0.45, 4.30], [1.68, -2.20, 2.57], [2.96, -1.25, 1.83], [1.61, -1.77, 0.85], [1.52, 3.12, -1.28], [0.20, 4.94, -2.32], [-2.18, 4.57, -2.86], [-3.23, 2.36, -2.51], [-1.40, -0.57, -2.37], [-3.02, -0.02, -1.84], [-4.21, -0.62, 2.27], [-2.99, 0.12, 2.34], [-2.75, 0.81, 1.02], [-2.94, 1.02, 3.42], [-1.83, -0.83, 2.37]],
  "lowdin_charge": [1.1721, -0.0342, -0.1838, -0.1791, -0.0548, 0.0955, 0.1195, 0.1462, 0.1155, 0.1326, 0.1408, 0.1015, 0.0960, -0.0430, -0.2560, -0.0113, -0.0231, -0.0439, -0.0769, -0.3097, 1.0567, -0.3255, -0.0550, -0.0309, 0.0214, -0.0088, -0.2650, -0.0400, -0.3333, -0.0464, -0.0319, -0.0184, -0.0031, -0.3072, -0.1907, 0.0929, 0.0964, 0.0537, 0.1278, 0.1246, 0.1215, 0.1156, 0.1193, 0.1334, 0.1347, 0.1364, 0.1016, 0.1085, 0.0419, 0.1235, 0.1235, 0.1253, 0.1292, 0.0602, 0.0757, -0.2550, 0.7669, -0.3844, -0.1966, -0.4024]
}

=====

# 3
{
  "formula": "C39H101N7O30",
  "method": "ωB97M-V/def2-TZVPD",
  "orbital_gap_ev": 9.62,
  "homo_ha": -0.349,
  "total_charge": 0,
  "multiplicity": 1,
  "mol_weight_g_mol": 1148.3,
  "elements": ["C", "N", "O", "O", "H", "H", "H", "C", "N", "O", "O", "H", "H", "H", "C", "N", "O", "O", "H", "H", "H", "C", "N", "O", "O", "H", "H", "H", "C", "N", "O", "O", "H", "H", "H", "C", "N", "O", "O", "H", "H", "H", "C", "N", "O", "O", "H", "H", "H", "C", "O", "C", "C", "O", "C", "H", "H", "H", "H", "H", "H", "H", "H", "H", "H", "C", "O", "C", "C", "O", "C", "H", "H", "H", "H", "H", "H", "H", "H", "H", "H", "C", "O", "C", "C", "O", "C", "H", "H", "H", "H", "H", "H", "H", "H", "H", "H", "C", "O", "C", "C", "O", "C", "H", "H", "H", "H", "H", "H", "H", "H", "H", "H", "C", "O", "C", "C", "O", "C", "H", "H", "H", "H", "H", "H", "H", "H", "H", "H", "C", "O", "C", "C", "O", "C", "H", "H", "H", "H", "H", "H", "H", "H", "H", "H", "C", "O", "C", "C", "O", "C", "H", "H", "H", "H", "H", "H", "H", "H", "H", "H", "C", "O", "C", "C", "O", "C", "H", "H", "H", "H", "H", "H", "H", "H", "H", "H"],
  "positions_angstrom": [[-1.39, -3.32, 6.22], [-0.31, -2.57, 5.38], [-0.72, -1.66, 4.65], [0.85, -2.91, 5.58], [-2.33, -3.01, 5.78], [-1.31, -3.09, 7.28], [-1.22, -4.40, 6.18], [-4.91, -0.26, -6.68], [-5.12, -1.63, -6.08], [-4.47, -2.58, -6.53], [-5.92, -1.74, -5.15], [-4.87, -0.38, -7.76], [-3.98, 0.17, -6.31], [-5.82, 0.29, -6.42], [0.76, 4.89, -11.04], [0.98, 4.69, -9.60], [0.57, 5.57, -8.88], [1.62, 3.71, -9.20], [0.97, 3.94, -11.53], [1.42, 5.66, -11.43], [-0.31, 5.09, -11.17], [0.08, 7.94, -2.32], [0.16, 9.26, -3.11], [-0.84, 10.03, -3.09], [1.21, 9.49, -3.70], [0.68, 8.09, -1.43], [0.55, 7.17, -2.93], [-0.98, 7.70, -2.19], [-1.97, -9.57, 2.04], [-2.35, -8.15, 2.08], [-1.51, -7.42, 1.61], [-3.45, -7.80, 2.45], [-0.96, -9.47, 2.43], [-1.89, -10.01, 1.04], [-2.59, -10.20, 2.68], [7.29, 11.18, 2.42], [7.58, 10.26, 1.34], [6.82, 9.31, 1.17], [8.51, 10.54, 0.62], [7.84, 12.12, 2.34], [7.65, 10.62, 3.28], [6.20, 11.27, 2.43], [11.31, 2.79, -0.05], [11.84, 1.71, -0.86], [12.57, 0.90, -0.31], [11.47, 1.53, -2.00], [12.04, 3.19, 0.65], [10.36, 2.51, 0.39], [11.17, 3.64, -0.73], [-3.17, 9.79, 6.56], [-3.67, 10.05, 5.23], [-4.44, 8.96, 4.75], [-3.75, 7.75, 4.09], [-2.89, 7.11, 5.02], [-2.17, 5.99, 4.41], [-2.39, 9.04, 6.48], [-3.79, 9.34, 7.34], [-2.70, 10.67, 7.02], [-4.94, 9.38, 3.88], [-5.20, 8.64, 5.47], [-3.13, 8.05, 3.25], [-4.59, 7.14, 3.74], [-1.45, 6.32, 3.66], [-2.90, 5.31, 3.95], [-1.69, 5.44, 5.21], [-6.05, 5.38, -2.89], [-5.50, 5.57, -4.15], [-6.31, 6.39, -5.10], [-6.57, 7.90, -4.81], [-7.48, 7.93, -3.79], [-7.69, 9.15, -3.12], [-7.00, 4.88, -3.05], [-6.22, 6.29, -2.31], [-5.49, 4.71, -2.25], [-7.26, 5.89, -5.26], [-5.82, 6.35, -6.07], [-6.99, 8.46, -5.65], [-5.61, 8.33, -4.55], [-6.78, 9.49, -2.62], [-8.43, 9.03, -2.34], [-8.14, 9.91, -3.76], [5.84, -8.43, 0.28], [5.93, -7.88, 1.57], [4.93, -6.89, 1.87], [4.89, -5.75, 0.82], [6.14, -5.25, 0.56], [6.30, -4.64, -0.70], [6.24, -9.45, 0.24], [6.50, -7.83, -0.35], [4.83, -8.44, -0.14], [5.02, -6.53, 2.89], [3.94, -7.35, 1.94], [4.31, -4.88, 1.12], [4.40, -6.10, -0.10], [6.17, -5.35, -1.51], [7.35, -4.36, -0.75], [5.71, -3.74, -0.92], [2.34, -9.23, -4.77], [3.19, -10.40, -4.79], [4.13, -10.47, -5.82], [5.35, -11.43, -5.59], [4.73, -12.73, -5.35], [5.70, -13.57, -4.68], [2.81, -8.26, -4.86], [1.77, -9.20, -3.84], [1.68, -9.34, -5.64], [4.49, -9.47, -6.05], [3.62, -10.69, -6.75], [5.97, -11.11, -4.75], [5.94, -11.47, -6.50], [6.68, -13.51, -5.16], [5.27, -14.57, -4.78], [5.76, -13.28, -3.63], [7.47, 8.43, 8.21], [7.91, 7.33, 7.42], [7.06, 6.20, 7.64], [7.44, 5.00, 6.75], [8.27, 4.05, 7.37], [8.53, 2.89, 6.59], [6.49, 8.81, 7.89], [8.21, 9.22, 8.13], [7.64, 8.08, 9.22], [6.01, 6.40, 7.47], [7.08, 5.84, 8.66], [7.96, 5.25, 5.83], [6.56, 4.39, 6.53], [9.02, 3.23, 5.68], [7.56, 2.47, 6.33], [9.19, 2.13, 7.01], [-0.05, -1.31, -1.87], [0.69, -0.42, -2.67], [0.61, 0.93, -2.07], [1.67, 0.99, -0.95], [1.85, 2.35, -0.45], [2.73, 2.38, 0.61], [-0.97, -0.94, -1.41], [0.61, -1.60, -1.05], [-0.30, -2.23, -2.39], [-0.38, 1.16, -1.67], [0.82, 1.74, -2.77], [2.59, 0.74, -1.48], [1.56, 0.25, -0.16], [2.80, 3.41, 0.95], [3.74, 2.01, 0.42], [2.39, 1.78, 1.45], [-4.85, -13.77, -0.20], [-4.94, -12.77, -1.14], [-6.05, -12.60, -2.00], [-5.80, -11.26, -2.77], [-5.44, -10.17, -1.89], [-5.47, -9.01, -2.68], [-4.14, -13.58, 0.60], [-4.73, -14.71, -0.74], [-5.84, -13.79, 0.27], [-7.00, -12.53, -1.47], [-6.15, -13.40, -2.73], [-6.63, -10.95, -3.40], [-4.93, -11.41, -3.41], [-5.17, -8.07, -2.20], [-6.51, -8.87, -2.97], [-4.86, -9.01, -3.58], [-9.98, 4.00, 4.30], [-8.89, 3.36, 3.66], [-8.53, 2.14, 4.33], [-7.56, 1.28, 3.51], [-8.30, 0.32, 2.83], [-7.57, -0.75, 2.23], [-9.79, 4.42, 5.28], [-10.91, 3.43, 4.36], [-10.25, 4.86, 3.69], [-9.39, 1.54, 4.64], [-8.02, 2.43, 5.25], [-6.83, 0.89, 4.22], [-7.07, 1.95, 2.80], [-7.27, -1.42, 3.03], [-6.70, -0.40, 1.67], [-8.29, -1.28, 1.61]],
  "lowdin_charge": [0.0546, -0.4182, 0.0445, 0.0535, 0.0868, 0.0902, 0.0886, 0.0484, -0.4266, 0.0403, 0.0509, 0.0928, 0.1012, 0.0930, 0.0301, -0.4530, 0.0735, 0.0481, 0.0942, 0.1063, 0.1007, 0.0554, -0.4071, 0.0185, 0.0573, 0.0957, 0.0906, 0.0895, 0.0342, -0.4637, 0.0631, 0.0672, 0.0962, 0.1061, 0.0967, 0.0306, -0.4687, 0.0531, 0.0723, 0.1026, 0.1058, 0.1043, 0.0245, -0.4602, 0.0565, 0.0697, 0.1013, 0.1100, 0.0981, -0.1047, -0.1608, -0.2116, -0.2077, -0.2076, -0.0759, 0.0703, 0.0836, 0.0820, 0.1195, 0.1243, 0.1221, 0.1210, 0.0823, 0.0799, 0.0834, -0.1479, -0.1831, -0.1279, -0.2321, -0.2069, -0.0944, 0.0865, 0.0796, 0.0839, 0.1158, 0.1133, 0.1255, 0.1259, 0.0902, 0.0859, 0.0858, -0.1135, -0.1761, -0.1654, -0.2475, -0.1763, -0.1065, 0.0860, 0.0829, 0.0880, 0.1197, 0.1129, 0.1253, 0.1093, 0.0841, 0.0903, 0.0868, -0.0847, -0.1832, -0.2315, -0.1615, -0.2017, -0.1001, 0.0796, 0.0852, 0.0843, 0.1103, 0.1194, 0.1162, 0.1182, 0.0805, 0.0848, 0.0843, -0.1059, -0.1869, -0.1889, -0.2042, -0.2076, -0.1003, 0.0897, 0.0826, 0.0885, 0.1169, 0.1238, 0.1255, 0.1155, 0.0800, 0.0818, 0.0893, -0.1404, -0.1748, -0.1550, -0.1791, -0.1775, -0.1634, 0.0877, 0.0773, 0.0877, 0.1137, 0.1235, 0.1253, 0.1162, 0.0894, 0.0859, 0.0837, -0.1211, -0.1988, -0.1752, -0.1828, -0.1739, -0.1405, 0.0901, 0.0882, 0.0827, 0.1200, 0.1201, 0.1149, 0.1205, 0.0872, 0.0826, 0.0861, -0.1320, -0.1725, -0.1894, -0.2277, -0.1919, -0.0811, 0.0820, 0.0843, 0.0830, 0.1247, 0.1154, 0.1204, 0.1276, 0.0825, 0.0867, 0.0880]
}

=====

# 4
{
  "formula": "C7H12N2O3Si",
  "method": "ωB97M-V/def2-TZVPD",
  "orbital_gap_ev": 8.70,
  "homo_ha": -0.313,
  "total_charge": 0,
  "de_lowest_kcal_mol": 0.0,
  "multiplicity": 1,
  "mol_weight_g_mol": 200.3,
  "elements": ["C", "C", "C", "C", "C", "C", "C", "N", "N", "O", "O", "O", "Si", "H", "H", "H", "H", "H", "H", "H", "H", "H", "H", "H", "H"],
  "positions_angstrom": [[-2.60, -0.77, 0.19], [-1.28, -0.97, 0.15], [-2.34, 2.05, -0.17], [-0.63, -2.30, -0.13], [1.49, 0.41, -1.75], [2.28, -0.67, 1.09], [1.13, 2.25, 0.79], [-4.71, -1.80, -0.02], [-3.63, -1.45, 0.06], [-2.57, 2.27, 0.93], [-2.12, 1.89, -1.29], [-0.48, 0.07, 0.37], [1.11, 0.48, 0.12], [0.01, -2.21, -1.00], [-0.01, -2.58, 0.73], [-1.38, -3.06, -0.30], [0.68, 0.85, -2.32], [2.39, 0.98, -1.98], [1.65, -0.60, -2.11], [1.94, -0.82, 2.11], [2.39, -1.64, 0.63], [3.28, -0.23, 1.15], [0.65, 2.31, 1.76], [2.15, 2.61, 0.90], [0.61, 2.93, 0.12]],
  "lowdin_charge": [-0.0407, -0.3474, -0.4986, -0.0023, -0.1438, -0.1554, -0.1415, 0.1873, -0.1412, 0.2159, 0.2021, -0.1319, 0.4862, 0.0816, 0.0860, 0.0856, 0.0305, 0.0285, 0.0222, 0.0328, 0.0225, 0.0272, 0.0367, 0.0271, 0.0304]
}

=====

# 5
{
  "formula": "C11H23AlBrNO2P2",
  "method": "ωB97M-V/def2-TZVPD",
  "orbital_gap_ev": 9.43,
  "homo_ha": -0.605,
  "total_charge": 2,
  "de_lowest_kcal_mol": 7.3,
  "multiplicity": 1,
  "mol_weight_g_mol": 370.1,
  "elements": ["Al", "P", "C", "C", "N", "C", "C", "C", "C", "C", "P", "H", "H", "H", "H", "H", "H", "H", "H", "O", "H", "H", "O", "H", "C", "H", "H", "H", "C", "H", "H", "H", "C", "H", "H", "H", "C", "H", "H", "H", "Br"],
  "positions_angstrom": [[-0.44, -0.08, 1.68], [1.03, 1.76, 1.36], [2.14, 0.93, 0.14], [1.89, -0.54, -0.15], [0.78, -1.07, 0.42], [0.30, -2.23, -0.10], [1.14, -3.07, -0.78], [2.43, -2.65, -1.14], [2.77, -1.33, -0.89], [-1.13, -2.57, 0.18], [-2.27, -1.08, 0.31], [3.72, -0.93, -1.25], [0.79, -4.07, -1.04], [3.10, -3.32, -1.65], [-1.53, -3.20, -0.61], [-1.19, -3.10, 1.14], [1.91, 1.56, -0.74], [3.21, 1.09, 0.35], [0.33, 2.62, -3.11], [0.99, 1.95, -3.41], [1.76, 2.51, -3.61], [-2.12, 2.22, -0.83], [-1.82, 2.61, -1.67], [-2.18, 1.99, -2.33], [-2.89, -1.01, -1.45], [-3.30, -1.97, -1.79], [-3.69, -0.26, -1.51], [-2.07, -0.71, -2.12], [-3.73, -1.78, 1.17], [-4.50, -0.99, 1.22], [-4.17, -2.65, 0.65], [-3.46, -2.06, 2.19], [2.10, 1.66, 2.84], [3.07, 2.18, 2.68], [1.55, 2.12, 3.66], [2.29, 0.60, 3.07], [1.06, 3.54, 0.87], [0.59, 4.11, 1.69], [2.08, 3.95, 0.71], [0.48, 3.68, -0.06], [-1.02, -0.40, 3.89]],
  "lowdin_charge": [-0.0558, 0.8684, -0.2405, -0.2452, 0.0252, -0.2985, 0.0228, 0.0378, 0.0310, -0.2530, 0.8852, 0.1452, 0.1449, 0.1386, 0.1144, 0.1166, 0.0906, 0.1246, 0.0328, -0.0809, 0.0479, 0.0246, -0.0552, 0.0502, -0.2130, 0.0761, 0.0608, 0.0550, -0.2245, 0.0694, 0.0783, 0.0483, -0.2375, 0.0806, 0.0641, 0.0584, -0.1885, 0.0723, 0.0880, 0.0526, 0.3877]
}

=====

# 6
{
  "formula": "C4H5NO",
  "method": "ωB97M-V/def2-TZVPD",
  "orbital_gap_ev": 8.49,
  "homo_ha": -0.317,
  "total_charge": 0,
  "de_lowest_kcal_mol": 77.0,
  "multiplicity": 1,
  "smiles": "C=C=C=O.C=N",
  "mol_weight_g_mol": 83.1,
  "elements": ["C", "C", "C", "O", "H", "H", "C", "N", "H", "H", "H"],
  "positions_angstrom": [[-0.01, -2.41, -0.07], [0.91, -1.61, 0.44], [1.57, -0.49, 0.29], [2.30, 0.43, 0.32], [-0.51, -2.20, -1.02], [-0.32, -3.32, 0.44], [-0.58, 2.12, -0.34], [-0.76, 1.15, 0.46], [-1.30, 2.92, -0.54], [0.38, 2.20, -0.86], [-1.68, 1.20, 0.89]],
  "lowdin_charge": [0.0047, -0.0963, -0.2505, 0.1328, 0.0633, 0.0523, -0.1161, 0.0363, 0.0650, 0.0579, 0.0507]
}

=====

What did the sixth record say?
{
  "formula": "C4H5NO",
  "method": "ωB97M-V/def2-TZVPD",
  "orbital_gap_ev": 8.49,
  "homo_ha": -0.317,
  "total_charge": 0,
  "de_lowest_kcal_mol": 77.0,
  "multiplicity": 1,
  "smiles": "C=C=C=O.C=N",
  "mol_weight_g_mol": 83.1,
  "elements": ["C", "C", "C", "O", "H", "H", "C", "N", "H", "H", "H"],
  "positions_angstrom": [[-0.01, -2.41, -0.07], [0.91, -1.61, 0.44], [1.57, -0.49, 0.29], [2.30, 0.43, 0.32], [-0.51, -2.20, -1.02], [-0.32, -3.32, 0.44], [-0.58, 2.12, -0.34], [-0.76, 1.15, 0.46], [-1.30, 2.92, -0.54], [0.38, 2.20, -0.86], [-1.68, 1.20, 0.89]],
  "lowdin_charge": [0.0047, -0.0963, -0.2505, 0.1328, 0.0633, 0.0523, -0.1161, 0.0363, 0.0650, 0.0579, 0.0507]
}